(1)
Formula: C2H6N4
Source: the OMol25 dataset
Level of theory: ωB97M-V/def2-TZVPD

Geometry as XYZ:
```
12
Properties=species:S:1:pos:R:3
C 1.106 0.405 0.004
C -2.394 0.192 0.011
H 1.441 -1.370 -0.531
H 1.842 -0.980 1.115
H 2.339 1.746 -0.266
H -0.463 -1.240 -0.153
H -3.294 0.811 0.291
H -2.433 -0.999 -0.718
N 1.994 -0.634 0.085
N 1.303 1.620 -0.057
N -0.235 -0.222 -0.009
N -1.206 0.672 0.228
```

E_LUMO	0.65	eV
energy	-8127.96246	eV
multiplicity	1
orbital gap	9.5	eV
relative energy (zero: lowest compared OMol25 entry of this formula, charge and spin)	95.2	kcal/mol

---

(2)
Formula: C4H8O2
Source: the OMol25 dataset
Level of theory: ωB97M-V/def2-TZVPD

Geometry as XYZ:
```
14
Properties=species:S:1:pos:R:3
C -2.139 0.786 -0.299
C -1.031 0.879 -1.043
O -0.709 0.056 -2.068
H -2.199 1.562 0.451
H -3.004 0.300 -0.733
H -0.516 1.844 -1.025
H 0.095 -0.452 -1.849
C 1.205 -1.117 1.391
C 1.547 -0.152 0.302
O 1.723 -0.449 -0.853
H 1.871 -1.077 2.251
H 0.196 -0.895 1.751
H 1.206 -2.145 1.038
H 1.755 0.860 0.686
```

E_LUMO	0.77	eV
energy	-8370.77015	eV
multiplicity	1
orbital gap	10.1	eV
relative energy (zero: lowest compared OMol25 entry of this formula, charge and spin)	57.9	kcal/mol

---

(3)
Formula: C4H3BrO
Source: the OMol25 dataset
Level of theory: ωB97M-V/def2-TZVPD

Geometry as XYZ:
```
9
Properties=species:S:1:pos:R:3
O -1.047 -0.251 2.007
C -0.464 -0.117 1.018
C -0.804 -0.491 -0.399
C 0.548 0.121 -0.853
C 0.877 0.601 0.367
Br 2.324 1.350 1.199
H -1.600 -0.035 -0.924
H -0.902 -1.471 -0.617
H 1.068 0.293 -1.799
```

E_LUMO	0.53	eV
energy	-76284.20901	eV
multiplicity	1
orbital gap	10.2	eV
relative energy (zero: lowest compared OMol25 entry of this formula, charge and spin)	16.0	kcal/mol

---

(4)
Formula: C30H7Cl2F15GeN2PdS2
Source: the OMol25 dataset
Level of theory: ωB97M-V/def2-TZVPD

Geometry as XYZ:
```
60
Properties=species:S:1:pos:R:3
Pd -0.610 1.140 -2.108
Cl -1.010 2.288 -4.075
C -1.378 1.134 -5.293
C -1.646 1.609 -6.565
C -1.946 0.722 -7.580
C -1.985 -0.639 -7.320
C -1.719 -1.109 -6.048
Cl -1.776 -2.795 -5.742
C -1.400 -0.236 -4.987
S -1.052 -0.892 -3.418
H -1.615 2.670 -6.752
H -2.150 1.091 -8.571
H -2.221 -1.336 -8.107
F 2.992 -0.256 1.361
C 2.432 0.210 2.494
C 1.126 -0.170 2.753
C 0.530 0.353 3.882
F -0.759 0.044 4.109
C 1.212 1.195 4.754
F 0.602 1.689 5.833
C 2.536 1.533 4.486
F 3.216 2.310 5.325
C 3.150 1.049 3.332
F 4.401 1.406 3.036
Ge 0.210 -1.209 1.312
S 0.030 0.455 -0.035
C -1.515 -1.948 2.009
C -1.443 -2.721 3.151
F -0.221 -3.026 3.605
C -2.575 -3.162 3.817
F -2.477 -3.892 4.927
C -3.826 -2.816 3.310
F -4.928 -3.211 3.945
C -3.925 -2.063 2.143
F -5.127 -1.745 1.660
C -2.764 -1.636 1.504
F -2.847 -0.912 0.385
C 1.436 -2.746 0.959
C 1.361 -3.385 -0.263
F 0.396 -2.978 -1.099
C 2.236 -4.402 -0.620
F 2.167 -4.984 -1.818
C 3.204 -4.807 0.297
F 4.047 -5.791 -0.012
C 3.286 -4.189 1.541
F 4.206 -4.580 2.423
C 2.408 -3.157 1.850
F 2.516 -2.555 3.036
N 1.532 4.435 2.993
C 1.137 4.591 1.929
C 0.633 4.717 0.613
C 0.246 5.936 0.060
C -0.259 5.928 -1.230
C -0.394 4.720 -1.900
N -0.016 3.554 -1.377
C 0.507 3.561 -0.159
H 0.347 6.851 0.625
H -0.548 6.849 -1.713
H -0.809 4.696 -2.900
H 0.839 2.611 0.236
```

E_LUMO (alpha / beta)	-2.01 / -2.01	eV
energy	-181674.53906	eV
multiplicity	1
orbital gap (alpha / beta)	6.4 / 6.4	eV
relative energy (zero: lowest compared OMol25 entry of this formula, charge and spin)	20.0	kcal/mol

---

(5)
Formula: C16H26FeN2Si
Source: the OMol25 dataset
Level of theory: ωB97M-V/def2-TZVPD

Geometry as XYZ:
```
46
Properties=species:S:1:pos:R:3
C -1.811 -1.643 2.469
C -1.054 -0.559 3.145
H -2.886 -1.484 2.433
H -1.482 -2.646 2.798
H -1.477 -1.712 1.402
H -0.484 -0.015 2.352
H -1.613 0.208 3.689
H -0.244 -0.942 3.760
C -0.393 -2.213 -1.809
C -0.360 -2.389 -3.183
C 0.494 -1.618 -3.972
C 1.336 -0.679 -3.357
H -1.009 -2.811 -1.134
H -1.006 -3.172 -3.590
H 0.534 -1.734 -5.052
H 2.021 -0.028 -3.908
N 0.410 -1.275 -1.243
C 1.311 -0.519 -1.980
C 2.105 0.443 -1.225
N 1.811 0.519 0.130
C 2.413 1.399 0.962
C 3.686 2.224 -0.905
C 3.365 2.269 0.447
H 2.151 1.347 2.015
H 3.842 2.926 1.169
C 3.054 1.312 -1.744
H 3.248 1.217 -2.821
H 4.439 2.877 -1.331
Fe 0.560 -0.705 0.431
C 1.263 -1.992 1.630
H 2.126 -1.514 2.120
H 1.657 -2.760 0.935
H 0.665 -2.490 2.402
C -3.030 1.310 1.688
Si -1.647 0.908 0.423
C -2.636 0.218 -1.026
C -0.830 2.543 0.076
H -3.563 0.420 2.051
H -3.749 1.957 1.159
H -2.635 1.862 2.554
H -3.513 0.876 -1.156
H -2.039 0.208 -1.946
H -3.008 -0.807 -0.870
H -1.630 3.271 -0.116
H -0.230 2.909 0.916
H -0.164 2.483 -0.787
```

E_LUMO (alpha / beta)	-0.58 / -0.52	eV
expectation value of S²	6.2486
energy	-62254.85019	eV
multiplicity	5
orbital gap (alpha / beta)	4.8 / 6.0	eV

---

(6)
Formula: C5H6N2
Source: the OMol25 dataset
Level of theory: ωB97M-V/def2-TZVPD

Geometry as XYZ:
```
13
Properties=species:S:1:pos:R:3
C -2.981 -0.870 -0.084
C -2.208 0.095 -0.055
C -1.249 1.205 0.033
N 0.009 1.059 -0.021
N 0.496 -0.276 -0.203
C 1.609 -0.374 0.767
C 1.821 -0.208 -0.698
H -3.659 -1.655 -0.056
H -1.691 2.176 0.080
H 1.637 -1.371 1.245
H 1.787 0.473 1.395
H 2.129 -0.959 -1.397
H 2.302 0.704 -1.006
```

E_LUMO	0.70	eV
energy	-8257.62178	eV
multiplicity	1
orbital gap	10.0	eV
relative energy (zero: lowest compared OMol25 entry of this formula, charge and spin)	109.2	kcal/mol

---

(7)
Formula: C25H57Br4N7O7
Source: the OMol25 dataset
Level of theory: ωB97M-V/def2-TZVPD

Geometry as XYZ:
```
100
Properties=species:S:1:pos:R:3
Br 3.551 -2.118 0.895
C 4.351 -0.963 -0.594
C 5.934 -1.315 -0.559
Br 6.903 -0.565 -2.051
H 4.319 0.121 -0.482
H 4.033 -1.417 -1.533
H 5.980 -2.395 -0.701
H 6.159 -1.001 0.461
Br 0.923 0.300 -4.775
C 1.165 2.159 -5.063
C -0.292 2.680 -5.022
Br -0.516 4.543 -5.387
H 1.509 2.379 -6.074
H 1.801 2.490 -4.243
H -0.870 2.400 -4.142
H -0.720 2.171 -5.886
C 2.731 -1.462 5.230
O 3.427 -1.360 6.298
N 1.468 -1.722 5.189
C 0.818 -1.945 3.862
C 0.696 -1.736 6.436
H 3.249 -1.253 4.281
H 0.601 -3.004 3.722
H 1.567 -1.885 3.073
H -0.033 -1.314 3.603
H 1.167 -1.519 7.395
H 0.054 -0.905 6.142
H 0.152 -2.681 6.436
C -5.257 -0.890 1.511
O -5.441 -1.314 2.682
N -4.825 -1.523 0.413
C -4.884 -0.926 -0.893
C -4.638 -2.962 0.411
H -5.571 0.116 1.190
H -5.851 -1.095 -1.367
H -4.278 -1.460 -1.625
H -4.736 0.152 -0.965
H -4.590 -3.500 1.357
H -5.353 -3.433 -0.263
H -3.714 -3.280 -0.072
C -3.350 0.042 -4.349
O -2.631 -0.330 -3.430
N -4.334 -0.643 -4.912
C -5.297 -0.007 -5.778
C -4.653 -1.939 -4.303
H -3.321 1.056 -4.777
H -5.787 0.799 -5.231
H -6.038 -0.712 -6.155
H -4.866 0.483 -6.651
H -5.443 -1.565 -3.651
H -5.076 -2.654 -5.009
H -3.867 -2.444 -3.742
C -1.210 -0.546 0.177
O -0.908 -1.576 0.784
N -0.508 0.609 0.223
C -0.904 1.657 -0.666
C 0.833 0.663 0.909
H -2.064 -0.449 -0.512
H -1.017 2.668 -0.275
H -1.751 1.383 -1.295
H -0.202 1.991 -1.430
H 0.912 -0.176 1.599
H 1.730 0.545 0.300
H 0.862 1.599 1.467
C 0.393 2.104 4.807
O 1.055 1.649 5.706
N 0.733 3.273 4.266
C -0.150 3.922 3.263
C 1.825 4.116 4.790
H -0.503 1.697 4.313
H -1.061 3.330 3.180
H 0.404 3.632 2.370
H -0.418 4.956 3.480
H 1.509 5.116 5.088
H 2.279 3.792 5.727
H 2.665 4.316 4.124
C -0.101 -4.961 -0.455
O -0.197 -6.139 -0.256
N -0.107 -4.392 -1.681
C -0.446 -5.072 -2.881
C 0.113 -2.954 -1.766
H 0.170 -4.209 0.302
H -1.412 -4.688 -3.210
H -0.485 -6.155 -2.771
H 0.389 -4.852 -3.545
H -0.817 -2.580 -2.195
H 0.438 -2.551 -0.807
H 0.975 -2.707 -2.385
C 2.962 2.894 -0.183
O 3.036 2.350 -1.300
N 4.035 3.243 0.578
C 3.881 4.124 1.717
C 5.466 2.832 0.351
H 2.056 3.260 0.323
H 4.614 4.916 1.565
H 4.090 3.545 2.616
H 2.947 4.636 1.948
H 6.062 2.643 1.244
H 5.581 2.141 -0.484
H 5.917 3.752 -0.024
```

E_LUMO (alpha / beta)	-3.09 / -7.82	eV
expectation value of S²	0.7547
energy	-331770.65037	eV
multiplicity	2
charge	+1
orbital gap (alpha / beta)	7.5 / 2.8	eV

---

Number 1: largest force on an atom 4.4 eV/A. Number 2: largest force on an atom 1.5 eV/A. Number 3: largest force on an atom 4.4 eV/A. Number 4: largest force on an atom 2.0 eV/A. Number 5: largest force on an atom 7.0 eV/A. Number 6: largest force on an atom 4.9 eV/A. Number 7: largest force on an atom 3.4 eV/A.